Entry 1:
Molecular formula: C35H34F12MoN3O2SbSe5
Method: DFT, the ωB97M-V functional and the def2-TZVPD basis

Element x y z (Å)
1 Sb -3.201040 -1.118859 2.900703
2 Mo -1.150522 0.516052 0.322532
3 Se -4.508004 -0.174487 4.695206
4 Se -3.014994 -3.532484 2.752692
5 Se -1.578894 -1.983402 -0.612346
6 Se -0.900494 -0.034765 2.787467
7 Se -3.688399 -0.010395 0.699592
8 F -1.498381 3.728896 -3.143306
9 F 3.101055 0.043349 1.757404
10 F 3.199451 1.805033 -2.007737
11 F -4.766721 2.349995 -1.146169
12 F 1.066415 1.551736 -2.269168
13 F -1.849864 5.221659 -1.612327
14 F 2.368647 -0.176386 -2.276552
15 F -3.657087 2.263596 -2.988898
16 F -0.214334 3.826417 -1.418605
17 F -4.209772 4.189143 -2.148857
18 F 4.304861 0.298409 -0.041893
19 F 2.907034 -1.321830 0.110706
20 O 0.784632 0.121805 -0.023351
21 O -1.943866 1.675101 -1.118309
22 N 0.609356 -2.839561 -2.288005
23 N -0.451172 2.392109 0.892729
24 N 1.004152 -3.133140 -0.169986
25 C 4.741799 4.767150 1.265579
26 C 2.146982 1.026999 -1.695907
27 C 0.795947 2.901570 0.991848
28 C 0.738164 -4.356422 1.983927
29 C -0.009896 -2.386710 -3.533661
30 C -2.597692 3.429497 0.407185
31 C -2.942030 4.003823 3.103209
32 C 1.961029 2.238066 0.530744
33 C -3.946054 4.349105 2.204055
34 C 4.175977 -4.637900 -1.368004
35 C 0.990977 4.197592 1.525417
36 C -1.478431 3.939234 -1.811122
37 C 0.113559 -2.643170 -1.041351
38 C -2.432102 2.950655 -1.044796
39 C 3.197070 2.870572 0.648290
40 C 2.231610 4.784664 1.623518
41 C -1.931985 -4.061987 -3.716727
42 C 3.923783 -4.448562 -2.735408
43 C -5.246093 4.935168 2.698303
44 C -3.097993 -3.090286 -3.844526
45 C 3.377413 4.130726 1.191775
46 C 0.865150 -3.297421 4.288651
47 C 2.748516 -3.859551 -3.175265
48 C -3.786380 2.934631 -1.835900
49 C 0.922837 -3.010501 1.287766
50 C -1.778935 3.411409 2.664771
51 C 3.260745 -4.245426 -0.404755
52 C 3.070892 -0.035460 0.421211
53 C 1.920636 0.866659 -0.156233
54 C 1.412141 -4.369757 3.349981
55 C -0.633405 -3.531801 -4.321525
56 C -3.751013 4.062516 0.862631
57 C 1.836947 -3.479368 -2.206321
58 C -1.580541 3.122877 1.315572
59 C 2.083094 -3.673891 -0.851823
60 H 2.558784 -3.693472 -4.226404
61 H 5.493917 4.061974 1.622467
62 H -3.294121 -2.852238 -4.893472
63 H 0.090114 -2.342708 1.504646
64 H 2.493725 -4.232591 3.219120
65 H 5.108727 -5.088516 -1.058044
66 H 4.076942 2.363204 0.279280
67 H 1.390612 -3.308744 5.244439
68 H 1.834088 -2.502319 1.620081
69 H -2.904796 -2.162961 -3.307664
70 H 0.098844 -4.342942 -4.392762
71 H -1.774210 -4.297115 -2.660648
72 H -5.083013 5.849923 3.270039
73 H 3.458903 -4.365593 0.650728
74 H 0.121470 4.747734 1.855859
75 H -1.013510 3.103845 3.367421
76 H -3.096932 4.159618 4.165084
77 H 4.664779 -4.757081 -3.461039
78 H -0.816386 -3.184271 -5.342877
79 H -2.185245 -5.004316 -4.211799
80 H -0.750926 -1.638860 -3.249771
81 H -0.200429 -3.444037 4.467590
82 H 4.736663 5.618414 1.947449
83 H -5.912528 5.168407 1.869051
84 H -4.005804 -3.514283 -3.415849
85 H -0.335363 -4.529060 2.100599
86 H -5.753716 4.220240 3.349527
87 H -4.546671 4.304565 0.171051
88 H 0.969554 -2.297899 3.860974
89 H 1.139624 -5.164223 1.364501
90 H 5.075350 5.131399 0.290495
91 H 1.276952 -5.357979 3.798897
92 H 0.762119 -1.883633 -4.117522
93 H 2.307715 5.782863 2.043912

Forces on atoms 1 to 6 (eV/Å):
0.0 0.0 0.0
0.7 -0.1 0.1
0.0 0.0 0.0
0.0 0.0 0.1
-0.2 0.2 -0.1
-0.1 0.0 -0.1

Charge: -2
DFT total energy (hartree): -15183.23674
<S²>: 2.03
M (g/mol): 1369.15
HOMO-LUMO gap (alpha / beta) (eV): 5.6 / 5.7
2S+1: 3

Mulliken atomic charge list, values in e, 4 entries: Sb 0.664; Mo 0.090; Se -0.778; Se -0.686

Entry 2:
Molecular formula: F4H4N2Na2O10S4
Method: DFT, the ωB97M-V functional and the def2-TZVPD basis

Element x y z (Å)
1 S -2.873732 -1.445802 -2.364491
2 S -1.338769 3.552171 2.273993
3 S -2.381418 -3.285644 -1.127417
4 S -0.569183 2.169855 3.848966
5 Na 1.433467 -0.333081 -0.354612
6 Na 3.711038 3.187980 0.930080
7 F -2.098491 -0.243578 -3.076514
8 F -1.163983 3.622278 0.696583
9 F 0.733229 1.261282 4.145927
10 F -1.121369 -4.160941 -0.601284
11 O -0.405158 3.250554 4.827716
12 O -3.168544 -4.352226 -1.813165
13 O 3.811542 0.800771 -3.154703
14 O -1.629684 1.207202 3.975600
15 O 4.289355 -3.305629 -1.010232
16 O -2.751386 3.245231 2.365209
17 O -0.959899 4.876249 2.708918
18 O -3.695585 -2.007288 -3.434008
19 O -3.588900 -0.681951 -1.365434
20 O -2.921380 -2.751993 0.135626
21 N -1.534099 -2.351207 -1.958228
22 N -0.138882 2.378902 2.426877
23 H 4.656694 -4.020154 -0.489907
24 H 4.073004 1.498370 -3.755713
25 H 5.034525 -2.732663 -1.190962
26 H 4.597609 0.621312 -2.638827

Forces on atoms 1 to 6 (eV/Å):
-2.7 3.9 -3.5
-2.3 3.9 -4.3
-2.4 -8.4 5.7
1.3 -4.6 8.2
-0.9 -0.6 -0.2
-0.3 0.4 0.4

Charge: 0
DFT total energy (hartree): -3180.89400
M (g/mol): 442.28
HOMO-LUMO gap (eV): 3.8

natural (NBO) atomic charge list, values in e, 4 entries: S 2.344; S 2.337; S 2.359; S 2.385

Please write out number 2 again, unchanged.
Molecular formula: F4H4N2Na2O10S4
Method: DFT, the ωB97M-V functional and the def2-TZVPD basis

Element x y z (Å)
1 S -2.873732 -1.445802 -2.364491
2 S -1.338769 3.552171 2.273993
3 S -2.381418 -3.285644 -1.127417
4 S -0.569183 2.169855 3.848966
5 Na 1.433467 -0.333081 -0.354612
6 Na 3.711038 3.187980 0.930080
7 F -2.098491 -0.243578 -3.076514
8 F -1.163983 3.622278 0.696583
9 F 0.733229 1.261282 4.145927
10 F -1.121369 -4.160941 -0.601284
11 O -0.405158 3.250554 4.827716
12 O -3.168544 -4.352226 -1.813165
13 O 3.811542 0.800771 -3.154703
14 O -1.629684 1.207202 3.975600
15 O 4.289355 -3.305629 -1.010232
16 O -2.751386 3.245231 2.365209
17 O -0.959899 4.876249 2.708918
18 O -3.695585 -2.007288 -3.434008
19 O -3.588900 -0.681951 -1.365434
20 O -2.921380 -2.751993 0.135626
21 N -1.534099 -2.351207 -1.958228
22 N -0.138882 2.378902 2.426877
23 H 4.656694 -4.020154 -0.489907
24 H 4.073004 1.498370 -3.755713
25 H 5.034525 -2.732663 -1.190962
26 H 4.597609 0.621312 -2.638827

Forces on atoms 1 to 6 (eV/Å):
-2.7 3.9 -3.5
-2.3 3.9 -4.3
-2.4 -8.4 5.7
1.3 -4.6 8.2
-0.9 -0.6 -0.2
-0.3 0.4 0.4

Charge: 0
DFT total energy (hartree): -3180.89400
M (g/mol): 442.28
HOMO-LUMO gap (eV): 3.8

natural (NBO) atomic charge list, values in e, 4 entries: S 2.344; S 2.337; S 2.359; S 2.385

Q: Which of these has the lowest DFT total energy?
A: C35H34F12MoN3O2SbSe5

Q: DFT total energy of number 2 (F4H4N2Na2O10S4)?
A: -3180.89400 hartree